[1]
Here is 5 unconnected molecules or ions with the total composition C30H68F4NO7P from OMol25. Energies are from ωB97M-V/def2-TZVPD.

## Properties
SMILES: COCCCCCCCC[PH](CCCN)(CCCC(=O)O)C(F)(F)C(F)F.CC(C)O.CC(C)O.CC(C)O.CC(C)O
E_tot: -2506.0017 Ha

```
111
C30H68F4NO7P (ωB97M-V/def2-TZVPD)
P 0.919 1.402 3.339
F -1.850 0.559 5.648
F -0.219 0.419 7.026
F -0.691 2.799 5.130
F 1.165 2.057 5.966
O -2.999 -3.958 -1.380
O 0.752 6.332 0.716
O -1.160 6.844 1.646
O -1.240 3.425 -2.670
O 0.999 -3.794 4.433
O -0.587 7.535 -5.134
O 0.273 -7.160 -2.931
N 4.895 0.413 -0.132
C 1.194 -3.615 6.831
C -2.523 -4.006 -2.725
C -0.731 -4.826 5.762
C -0.770 1.088 2.616
C 1.172 3.910 2.021
C -0.971 0.234 -1.198
C 1.655 3.090 3.236
C -1.346 4.695 -2.043
C 1.803 7.467 -4.816
C 3.274 0.893 1.727
C 0.323 -8.510 -4.930
C -0.072 6.031 1.487
C 0.738 -7.199 -4.280
C -1.013 -3.824 -2.742
C 0.591 6.786 -5.434
C 0.169 1.744 5.107
C 2.248 -7.020 -4.309
C -1.946 -0.718 -0.468
C 1.726 0.816 1.716
C -0.062 4.774 2.320
C -2.009 2.472 -1.934
C 0.741 6.646 -6.942
C -2.637 -0.455 2.020
C -2.806 0.034 0.580
C -0.526 0.489 5.713
C -2.926 -5.325 -3.367
C 3.911 -0.171 0.795
C 0.248 -3.669 5.641
C -1.163 -0.396 2.501
C -1.656 1.036 -2.331
H -0.626 -3.835 -3.763
H 1.316 1.279 0.819
H 2.531 -6.079 -3.834
H -0.304 -2.730 5.571
H 3.154 -0.688 0.220
H -0.761 -8.627 -4.896
H 1.893 -2.784 6.726
H 1.623 6.057 -7.199
H 2.717 6.903 -5.010
H -3.852 -0.039 0.290
H 4.479 0.627 -1.027
H 1.676 7.566 -3.737
H 2.742 -7.822 -3.754
H -1.335 -4.742 6.666
H 0.756 -9.359 -4.394
H -2.588 -4.683 -0.893
H -1.398 -4.855 4.898
H -2.593 0.546 -2.593
H -1.028 1.020 -3.216
H 1.495 -4.620 4.478
H -3.061 2.683 -2.148
H 1.714 0.398 3.994
H -1.879 6.264 1.945
H -0.138 6.163 -7.369
H 0.646 -8.556 -5.971
H 1.500 -0.251 1.629
H 3.518 1.880 1.332
H 2.628 -7.022 -5.332
H -0.782 1.487 1.606
H -1.574 1.599 3.151
H 5.326 1.230 0.274
H 2.739 3.075 3.214
H 1.986 4.572 1.739
H -1.140 -0.945 3.440
H 0.829 7.630 -7.413
H 4.457 -0.871 1.430
H -2.634 -1.079 -1.226
H -2.565 1.095 0.503
H -0.735 -2.878 -2.274
H 0.459 5.800 -4.987
H -0.220 4.954 3.382
H 0.683 -7.890 -2.453
H -0.523 -4.621 -2.177
H -3.206 0.214 2.666
H 1.925 8.477 -5.220
H -1.373 -1.540 -0.048
H -0.486 8.412 -5.522
H 1.411 3.670 4.123
H -0.933 4.196 1.985
H -0.580 0.956 -0.480
H -2.999 -3.179 -3.255
H 0.944 3.318 1.137
H -3.033 -1.466 2.096
H -2.593 -5.378 -4.405
H -4.010 -5.447 -3.342
H -0.197 -5.780 5.788
H -0.502 4.848 -1.363
H 1.789 -4.531 6.890
H -1.803 2.614 -0.868
H -0.103 -0.414 5.271
H -2.303 4.853 -1.542
H -0.586 -0.945 1.762
H 0.261 -6.366 -4.799
H 0.648 -3.494 7.767
H -0.161 -0.348 -1.632
H -1.260 5.467 -2.807
H 3.619 0.836 2.763
H -2.492 -6.167 -2.820
```

***

[2]
Here is 4 unconnected molecules or ions with the total composition C30H68FN4O11P2S3 from OMol25. Energies are from ωB97M-V/def2-TZVPD.

## Properties
E_tot: -4207.0125 Ha
Net charge: -1

```
119
C30H68FN4O11P2S3 (ωB97M-V/def2-TZVPD)
S -0.641 -4.794 1.813
S -4.773 -7.756 5.819
S 6.066 -0.097 -3.086
P -1.230 0.474 -0.802
P -1.362 2.593 -1.401
F -3.015 4.185 -4.054
O -0.579 -5.764 0.740
O 6.957 -0.661 -4.327
O -1.121 1.278 3.937
O -5.103 -8.112 7.184
O -3.895 -6.650 5.504
O -6.152 -7.590 4.967
O 5.601 1.236 -3.408
O -0.332 -3.395 1.604
O 0.232 -5.341 3.074
O 6.752 -0.394 -1.847
O -2.706 -0.438 -1.000
N -5.172 3.447 0.227
N -5.105 4.382 -1.964
N -3.602 5.150 -0.220
N -2.332 0.805 -3.650
C 1.330 3.767 -0.443
C 8.064 0.107 -4.775
C -0.055 -0.548 -1.995
C -4.168 -9.203 4.987
C -2.359 0.297 -5.007
C -1.369 3.061 0.480
C -7.141 -6.689 5.443
C 0.545 2.606 -1.283
C -3.267 2.666 -1.286
C 5.706 2.310 0.687
C -0.367 1.906 -5.993
C 1.591 -5.690 2.860
C -1.375 1.857 -3.214
C 3.970 4.318 -0.087
C -2.239 -4.902 2.581
C 2.471 -4.459 2.744
C -0.609 2.131 1.563
C -4.144 3.921 -0.842
C -1.216 4.367 -2.058
C -1.606 1.185 2.519
C 4.462 1.608 1.497
C -6.759 -5.247 5.167
C -0.080 0.272 4.200
C 4.706 -1.227 -3.254
C -0.395 2.421 -4.445
C 5.105 3.220 -0.544
C -2.167 4.973 -3.186
C 9.244 -0.015 -3.829
C 2.749 4.269 -1.179
C -1.453 0.682 -6.338
H -2.889 5.773 -2.664
H -8.069 -6.919 4.908
H 0.412 3.279 -4.245
H -2.465 -5.950 2.783
H -1.564 0.187 -7.393
H 3.642 4.236 1.034
H 0.762 4.748 -0.209
H -1.510 0.049 2.185
H -5.775 2.695 -0.184
H 3.602 1.361 0.741
H -0.128 4.462 -2.552
H 4.031 2.449 2.227
H 0.713 0.134 -2.551
H -3.322 5.018 0.799
H 2.561 5.384 -1.553
H 4.016 -1.047 -2.426
H 0.372 2.337 -6.802
H 1.703 3.341 0.609
H 0.165 0.353 5.366
H 2.236 -3.892 1.839
H -6.099 4.246 -1.684
H 7.777 1.154 -4.919
H -4.847 -10.035 5.182
H -0.208 2.919 2.378
H 3.041 3.622 -2.106
H 1.913 -6.277 3.728
H -7.579 -4.571 5.427
H -7.335 -6.851 6.508
H 9.481 -1.066 -3.639
H -1.526 5.672 -3.920
H -3.158 -0.566 -5.240
H -1.161 5.214 -1.212
H 0.348 1.556 1.272
H 0.971 1.611 -0.768
H 4.820 0.704 2.148
H 6.316 1.422 0.185
H 4.717 2.444 -1.361
H -0.705 -1.106 -2.802
H 1.130 2.604 -2.308
H -2.227 -4.319 3.503
H -2.712 1.547 2.547
H -0.446 -0.840 4.039
H 0.434 -1.371 -1.301
H -2.469 2.991 0.957
H 3.527 -4.738 2.702
H 5.087 -2.248 -3.205
H 6.430 2.951 1.351
H -6.502 -5.109 4.112
H -5.883 -4.953 5.753
H 2.313 -3.789 3.595
H -2.564 -1.295 -1.499
H -3.831 2.305 -2.278
H -4.102 -8.994 3.918
H -3.175 -9.428 5.383
H -5.734 4.275 0.535
H -3.562 1.823 -0.489
H -4.362 5.892 -0.147
H 4.206 -1.041 -4.206
H -4.974 5.394 -2.173
H 0.914 0.516 3.633
H -2.974 -4.486 1.888
H 9.023 0.446 -2.862
H 5.999 3.802 -1.077
H -1.130 4.208 0.673
H 10.127 0.481 -4.244
H 4.490 5.388 -0.192
H 8.352 -0.286 -5.757
H 1.693 -6.335 1.981
```

***

[3]
Here is 3 unconnected molecules or ions with the total composition C30H69BrFIN7O2P2S2 from OMol25. Energies are from ωB97M-V/def2-TZVPD.

## Properties
E_tot: -6168.1383 Ha
Net charge: +1

```
115
C30H69BrFIN7O2P2S2 (ωB97M-V/def2-TZVPD)
I 2.462 -0.704 -2.804
Br 3.082 -3.353 -5.490
S 1.473 -2.489 3.747
S -0.445 -3.803 -0.467
P -2.362 1.686 4.723
P -0.446 4.856 -3.664
F 0.862 -6.296 2.978
O -0.923 5.028 -2.202
O -0.869 1.575 4.329
N 0.103 4.657 -5.346
N -2.647 2.885 3.562
N 1.805 -3.868 0.722
N -4.079 1.813 5.176
N -2.019 2.400 6.251
N -2.034 4.852 -4.251
N 0.104 3.244 -3.411
C 4.803 -4.474 -0.134
C 2.108 -4.267 -0.740
C -2.805 3.738 -4.751
C 1.974 -5.891 -0.653
C 1.043 -3.365 -1.587
C 0.490 2.863 -2.049
C 3.636 -3.598 -0.880
C 2.717 -4.910 -4.223
C 0.027 -3.042 2.627
C 0.483 -3.768 -3.045
C -2.487 3.690 6.730
C 2.305 -6.573 0.790
C -0.340 2.055 -4.120
C 0.523 -3.545 1.148
C -2.459 2.539 2.158
C -2.862 4.299 3.764
C 1.044 -1.715 -1.423
C 1.580 4.739 -5.413
C 0.892 -6.891 1.622
C -1.100 -0.373 -0.299
C 1.139 -5.043 -3.806
C -0.412 -1.010 -1.685
C -0.713 2.119 6.856
C -0.391 5.621 -6.345
C -5.080 1.678 4.105
C 2.704 -0.348 2.102
C 6.220 -3.607 -0.321
C 1.817 -0.664 3.463
C -4.420 0.772 6.173
C -2.839 6.053 -4.058
H -3.209 4.806 2.855
H -1.900 4.515 6.316
H 1.932 5.736 -5.121
H -1.941 4.798 4.081
H 6.168 -2.726 0.479
H 3.558 -2.572 -0.274
H -3.918 5.863 -4.105
H -1.299 1.690 -3.741
H 3.114 -6.036 1.442
H -2.410 3.753 7.823
H -0.313 -0.357 0.588
H -3.343 2.019 1.777
H -0.638 -2.077 2.503
H 0.914 -6.289 -1.030
H -2.021 -0.991 0.078
H 3.899 -3.289 -1.981
H 0.764 -0.117 3.409
H 2.469 -0.270 4.377
H -0.003 -6.493 0.941
H -0.412 2.208 -5.199
H -3.735 4.056 -5.240
H -4.908 0.775 3.510
H -0.611 -3.866 3.157
H 3.475 -4.949 -3.325
H -1.451 5.476 -6.568
H -2.654 6.518 -3.086
H 1.139 1.980 -2.043
H 0.072 2.738 6.408
H 2.002 0.068 1.241
H 1.393 -1.360 -0.339
H -1.401 0.762 -0.479
H -4.320 -0.231 5.743
H 0.522 -2.852 -3.810
H -0.235 -0.056 -2.382
H -5.090 2.544 3.438
H 0.718 -8.071 1.677
H -3.777 0.821 7.055
H 3.253 -1.347 1.783
H -0.718 2.304 7.936
H -1.188 -1.676 -2.271
H -0.685 -4.000 -2.935
H -3.653 4.487 4.491
H -6.096 1.633 4.516
H -0.445 1.063 6.735
H -2.287 3.412 1.516
H -2.601 6.793 -4.828
H -0.390 2.643 -1.434
H 4.970 -5.513 -0.647
H 2.581 -3.805 1.424
H 2.754 -6.344 -1.434
H -3.081 3.054 -3.944
H -2.269 3.194 -5.530
H -3.546 3.860 6.523
H 3.541 0.444 2.401
H 2.964 -5.874 -4.884
H 2.753 -7.655 0.554
H 0.994 -6.091 -3.251
H 6.271 -3.063 -1.373
H 1.940 4.517 -6.425
H 2.062 4.012 -4.755
H 4.660 -4.549 1.048
H 1.067 3.661 -1.569
H 0.541 -5.175 -4.831
H -5.446 0.901 6.538
H 7.177 -4.237 -0.070
H 0.116 5.489 -7.308
H -1.600 1.879 2.011
H 0.385 1.240 -4.008
H -0.239 6.653 -6.012
```

***

[4]
Here is 10 unconnected molecules or ions with the total composition C30H70N10O10 from OMol25. Energies are from ωB97M-V/def2-TZVPD.

## Properties
SMILES: CN(C)C=O.CN(C)C=O.CN(C)C=O.CN(C)C=O.CN(C)C=O.CN(C)C=O.CN(C)C=O.CN(C)C=O.CN(C)C=O.CN(C)C=O
Relative energy (zero: lowest compared OMol25 entry of this formula, charge and spin): 802.9 kJ/mol
E_tot: -2484.9664 Ha

```
120
C30H70N10O10 (ωB97M-V/def2-TZVPD)
O -2.952 2.022 2.049
O -0.723 2.985 -1.055
O -5.134 4.072 -5.068
O -0.240 0.610 3.838
O 3.184 -1.417 0.597
O 4.625 0.654 -2.191
O 4.270 -0.861 -6.317
O 1.514 -7.353 -0.116
O -5.530 -3.294 3.801
O 0.938 4.285 1.705
N -2.933 4.364 -5.018
N 2.004 0.669 3.641
N 0.389 -5.365 -0.116
N -1.016 5.311 1.010
N 3.925 -2.629 -4.903
N 3.590 2.576 -1.472
N 5.231 -2.394 0.337
N -0.515 0.857 -0.335
N -3.763 0.969 3.954
N -7.443 -4.280 2.937
C 0.055 -5.300 -1.528
C 3.933 -2.234 0.091
C -4.100 4.011 -4.471
C -1.698 4.519 -4.278
C -1.212 1.917 -0.770
C -2.936 4.698 -6.461
C 3.623 -1.907 -6.005
C 3.875 2.309 -0.096
C 5.940 -1.351 1.152
C 6.082 -3.296 -0.471
C 0.156 -4.171 0.623
C 0.907 0.808 -0.354
C -1.177 -0.143 0.547
C -0.289 4.314 1.549
C 2.222 -0.625 4.189
C 3.018 -3.577 -4.343
C -8.764 -4.745 3.114
C -0.200 6.384 0.354
C -2.391 5.123 0.506
C -3.560 2.050 3.148
C 4.010 1.706 -2.438
C -6.707 -4.680 1.736
C 2.657 3.673 -1.731
C 5.076 -2.253 -4.103
C 0.780 1.207 3.548
C -3.345 -0.376 3.469
C -4.107 0.966 5.337
C 3.221 1.347 3.137
C 1.026 -6.434 0.480
C -6.767 -3.540 3.826
H 3.742 2.010 -3.447
H 3.334 -4.662 -4.451
H 0.127 -4.358 1.669
H 4.976 2.307 -0.006
H -2.269 1.743 -0.730
H -3.447 -0.391 2.395
H 2.871 -3.435 -3.241
H 5.940 -2.791 -4.510
H 0.884 -3.340 0.510
H -3.825 4.203 -6.915
H 3.802 0.737 2.425
H 0.659 6.401 0.964
H -2.056 4.296 -6.970
H -9.060 -4.753 4.138
H 0.801 2.261 3.135
H 3.657 1.319 0.160
H 0.958 -6.289 1.609
H 6.698 -0.962 0.526
H -8.699 -5.827 2.750
H 1.623 3.457 -1.363
H -2.930 6.095 0.661
H -3.272 0.387 5.839
H 2.693 -2.181 -6.493
H 2.570 3.948 -2.779
H 3.093 -1.172 3.746
H -3.881 2.922 3.678
H 3.868 1.608 3.998
H -2.380 4.844 -0.546
H -6.809 -4.043 0.885
H -6.970 -5.685 1.488
H -0.750 -1.142 0.257
H -0.892 -3.818 0.434
H 2.333 -0.551 5.254
H 1.405 -1.355 3.989
H -4.037 -1.164 3.808
H -9.517 -4.153 2.561
H 3.492 3.061 0.628
H -1.329 5.561 -4.270
H 5.118 -0.695 1.453
H 5.258 -1.166 -4.263
H 1.230 1.394 -1.174
H -0.890 -4.777 -1.613
H -1.918 4.256 -3.256
H -2.256 0.010 0.350
H 6.296 -1.843 2.049
H 1.326 -0.148 -0.480
H -2.871 5.716 -6.791
H 3.587 -3.039 -0.590
H -4.040 3.566 -3.446
H -0.940 3.869 -4.677
H -0.091 -6.363 -1.845
H 1.278 1.116 0.617
H 3.050 4.567 -1.260
H -2.261 -0.702 3.668
H -5.632 -4.738 1.904
H -0.978 3.521 1.900
H 4.756 -2.553 -3.078
H -7.367 -3.139 4.634
H 2.978 2.329 2.712
H 0.910 -4.861 -2.140
H 0.079 6.117 -0.652
H -1.001 0.135 1.524
H 6.806 -2.684 -1.075
H -4.017 1.955 5.750
H -0.747 7.333 0.236
H 6.618 -4.017 0.101
H 2.050 -3.521 -4.818
H 5.474 -3.781 -1.182
H -5.070 0.494 5.532
H -2.890 4.376 1.090
```

***

Sequential gap between HOMO and LUMO output: 8.80 4.71 5.48 9.23 eV
Sequential HOMO output: -8.36 -3.13 -9.24 -8.84 eV
Sequential max |F| output: 2.701 7.456 8.753 3.875 eV/A